Record 1
Computed, not measured: a single C5H7NO molecule, with ωB97M-V with the def2-TZVPD basis set.

LUMO level = 0.98 eV
HOMO level = -7.62 eV
spin multiplicity = 1

Each line ends with the Mulliken charge.
Cartesian coordinates (Å):
1 O -1.554 -0.438 0.314  -0.35
2 N -1.816 -0.835 -1.943  -0.53
3 C 1.719 0.962 1.200  -1.10
4 C -0.598 0.037 1.181  -0.58
5 C -0.983 -0.452 -0.903  0.59
6 C 0.311 -0.018 -0.851  -0.88
7 C 0.541 0.338 0.521  0.80
8 H 1.469 1.143 2.252  0.32
9 H -1.362 -1.432 -2.619  0.26
10 H 2.627 0.354 1.153  0.28
11 H -0.650 -0.309 2.193  0.33
12 H 1.036 -0.055 -1.649  0.34
13 H 1.942 1.940 0.759  0.27
14 H -2.683 -1.235 -1.609  0.26

Record 2
Computed, not measured: 4 unconnected molecules or ions with the total composition C2H9O5 in a non-equilibrium geometry, with ωB97M-V with the def2-TZVPD basis set.

LUMO level = 3.79 eV
HOMO level = -5.08 eV
charge = -1
spin multiplicity = 1

Each line ends with the Mulliken charge.
Cartesian coordinates (Å):
1 O -1.886 -0.887 -0.567  -0.67
2 O 0.398 -0.536 0.906  -0.80
3 O 0.976 -2.615 -0.857  -0.69
4 O -0.067 0.202 2.979  -0.71
5 O 0.941 0.635 -2.380  -0.66
6 C 0.001 0.341 1.753  0.47
7 C -0.241 1.744 1.187  -0.74
8 H 1.435 0.659 -1.553  0.32
9 H -1.066 -0.610 -0.085  0.35
10 H -1.315 1.919 1.069  0.22
11 H 1.321 -2.003 -1.520  0.31
12 H -1.676 -1.810 -0.757  0.32
13 H 0.222 2.436 1.873  0.31
14 H 0.785 -2.005 -0.116  0.46
15 H 0.162 1.863 0.180  0.16
16 H 0.010 0.668 -2.112  0.34

Record 3
Computed, not measured: 2 unconnected molecules or ions with the total composition C4H10O2 in a non-equilibrium geometry, with ωB97M-V with the def2-TZVPD basis set.

LUMO level = 0.69 eV
HOMO level = -10.86 eV
spin multiplicity = 1

Each line ends with the Mulliken charge.
Cartesian coordinates (Å):
1 O -2.387 -0.515 -0.576  -0.49
2 O -2.850 -2.657 0.160  -0.44
3 C 1.150 1.561 -1.117  -1.03
4 C 1.420 0.277 -0.284  -0.20
5 C -2.286 -1.440 0.206  0.32
6 C 0.876 0.361 1.189  -1.13
7 H 1.638 2.515 -0.611  0.25
8 H 0.894 -0.694 1.406  0.30
9 H 0.059 1.822 -1.115  0.26
10 H 1.569 0.769 1.944  0.36
11 H -0.073 0.748 1.537  0.35
12 H -3.699 -2.505 -0.433  0.39
13 H 1.696 1.576 -2.114  0.31
14 H 2.509 -0.010 -0.200  0.28
15 H 0.978 -0.507 -0.915  0.25
16 H -1.494 -1.302 0.924  0.21

Record 4
Computed, not measured: a molecular structure, C31H57N2O2OsP2S in a non-equilibrium geometry, with ωB97M-V with the def2-TZVPD basis set.

LUMO level (alpha / beta) = -8.25 / -12.85 eV
HOMO level (alpha / beta) = -15.76 / -18.04 eV
charge = +3
spin multiplicity = 5

Each line ends with the Mulliken charge.
Cartesian coordinates (Å):
1 Os -0.141 -0.529 0.540  2.01
2 S -0.426 -2.359 -1.142  0.93
3 P 2.265 -0.296 0.691  0.19
4 P -2.431 -0.097 0.729  0.32
5 O -0.135 -2.446 2.866  -0.53
6 O 0.126 -1.753 -2.420  -0.39
7 N -0.046 1.238 1.774  0.86
8 N 0.205 0.907 -1.081  0.57
9 C -2.352 0.869 2.230  -1.92
10 C 1.093 1.942 1.904  0.00
11 C -4.220 -2.068 -0.175  -1.89
12 C 0.223 1.405 -2.141  -1.16
13 C 1.690 2.723 -3.668  -1.74
14 C -1.042 2.574 3.519  -0.97
15 C -3.055 -2.607 1.936  -1.87
16 C 2.968 -1.552 -1.762  -1.63
17 C -0.127 -1.712 1.942  0.21
18 C 2.267 1.528 1.047  -1.69
19 C 4.921 -0.943 -0.447  -2.05
20 C 0.122 3.299 3.627  -0.94
21 C 3.232 -2.360 2.275  -1.73
22 C 2.397 -0.376 3.564  -1.56
23 C 3.568 0.834 -1.540  -1.43
24 C 0.266 2.223 -3.396  1.68
25 C -0.648 3.442 -3.243  -1.52
26 C -3.256 1.116 -0.510  2.18
27 C -3.095 0.544 -1.924  -1.27
28 C 4.572 -0.251 2.474  -1.77
29 C -0.183 1.369 -4.589  -1.52
30 C 3.156 -0.829 2.300  1.93
31 C 1.187 3.025 2.770  -0.61
32 C 3.499 -0.500 -0.792  2.56
33 C 0.686 -3.605 -0.413  -1.15
34 C -3.686 -1.464 1.129  2.26
35 C -1.355 -3.894 -1.975  -1.51
36 C -1.168 1.560 2.533  0.49
37 C -4.732 1.358 -0.180  -1.94
38 C -2.564 2.484 -0.426  -1.53
39 C -4.825 -0.935 2.012  -1.81
40 H 5.323 -0.766 1.871  0.56
41 H 2.570 0.686 3.793  0.33
42 H 2.090 3.284 -2.814  0.36
43 H 4.640 0.830 2.298  0.18
44 H 0.089 -4.291 0.209  0.53
45 H -2.045 0.303 -2.142  -0.07
46 H -1.220 1.034 -4.476  0.31
47 H 3.760 -2.752 1.393  0.23
48 H 2.370 1.895 -3.902  0.40
49 H -5.363 0.478 -0.344  0.36
50 H -3.703 -0.354 -2.082  0.27
51 H 2.565 1.185 -1.805  -0.44
52 H 3.796 -2.669 3.169  0.59
53 H 1.321 -0.568 3.541  0.19
54 H 2.240 -2.825 2.344  0.21
55 H -1.906 2.762 4.159  0.61
56 H -1.599 -4.642 -1.213  0.47
57 H -3.221 1.044 2.862  0.54
58 H -0.110 1.963 -5.506  0.44
59 H 1.669 3.391 -4.535  0.51
60 H -1.698 3.149 -3.129  0.21
61 H -4.863 1.734 0.844  0.38
62 H 4.088 1.615 -0.970  0.30
63 H 2.805 -0.968 4.398  0.64
64 H 4.947 -1.899 0.090  0.33
65 H -2.290 -3.156 1.374  0.19
66 H 1.981 -1.273 -2.145  0.03
67 H 4.863 -0.433 3.521  0.52
68 H 3.209 1.822 1.524  0.73
69 H 0.453 0.482 -4.694  0.38
70 H 4.113 0.682 -2.484  0.69
71 H -5.115 2.141 -0.853  0.54
72 H 1.139 -4.169 -1.240  0.67
73 H -4.791 -2.970 0.093  0.58
74 H -4.900 -1.404 -0.719  0.27
75 H -1.485 2.413 -0.591  0.06
76 H -0.355 4.043 -2.372  0.35
77 H -0.632 -4.309 -2.698  0.57
78 H -2.645 -2.268 2.895  0.37
79 H 2.118 3.593 2.785  0.63
80 H -4.445 -0.560 2.967  0.44
81 H 0.222 4.076 4.384  0.49
82 H -2.981 3.128 -1.219  0.68
83 H -3.867 -3.320 2.151  0.65
84 H 5.443 -1.113 -1.402  0.58
85 H 1.448 -3.125 0.213  -0.09
86 H -2.217 -3.528 -2.523  0.53
87 H -0.567 4.074 -4.132  0.51
88 H 3.664 -1.626 -2.613  0.66
89 H -5.435 -0.159 1.544  0.29
90 H -3.438 1.296 -2.651  0.61
91 H 2.236 2.089 0.105  0.72
92 H -2.747 2.982 0.535  0.32
93 H -5.494 -1.782 2.226  0.52
94 H 2.922 -2.552 -1.312  0.31
95 H -3.402 -2.388 -0.840  0.24
96 H 5.491 -0.171 0.079  0.45

Record 5
Computed, not measured: 2 unconnected molecules or ions with the total composition C4H11NO2 in a non-equilibrium geometry, with ωB97M-V with the def2-TZVPD basis set.

LUMO level = 0.89 eV
HOMO level = -9.34 eV
spin multiplicity = 1

Each line ends with the Mulliken charge.
Cartesian coordinates (Å):
1 O -0.176 3.162 2.235  -0.58
2 O 0.499 0.849 -0.245  -0.63
3 N 0.400 -0.906 -1.788  -0.23
4 C 0.365 -0.356 -0.548  0.54
5 C -0.533 -0.720 1.908  -0.88
6 C 0.479 -0.095 -3.002  -0.90
7 C -0.029 -1.455 0.606  -0.44
8 H 0.749 0.886 -2.696  0.35
9 H 0.121 0.210 2.146  0.22
10 H 0.928 -1.862 0.900  0.26
11 H 0.012 -1.870 -1.979  0.29
12 H -1.718 -0.719 1.781  0.25
13 H -0.863 -2.207 0.240  0.29
14 H -0.883 3.332 2.947  0.31
15 H -0.414 -1.391 2.807  0.31
16 H 0.161 3.929 1.847  0.29
17 H 1.304 -0.575 -3.693  0.21
18 H -0.402 -0.210 -3.466  0.35

Record 6
Computed, not measured: a single C3H3N3O2 molecule in a non-equilibrium geometry, with ωB97M-V with the def2-TZVPD basis set.

LUMO level = -0.12 eV
HOMO level = -10.11 eV
spin multiplicity = 1

Each line ends with the Mulliken charge.
Cartesian coordinates (Å):
1 O -0.482 -1.103 0.982  -0.30
2 O 1.408 0.629 -0.133  -0.35
3 N 0.686 -1.694 0.181  -0.22
4 N -2.273 -0.189 -0.577  -0.54
5 N -0.781 1.220 0.488  -0.35
6 C 1.345 -0.713 -0.341  0.17
7 C 0.363 1.632 0.212  0.12
8 C -1.250 -0.024 0.111  0.42
9 H -2.307 -1.332 -0.722  0.33
10 H 2.482 -0.961 -0.649  0.30
11 H 0.809 2.534 0.448  0.41

Across the entries above, energy relative to the best compared isomer or geometry (same formula, charge and spin) takes the values 88.7 8.3 139.0 0.0 195.1 603.3 kJ/mol, respectively.